The following is a quantum chemistry calculation of 9 unconnected molecules or ions with the total composition C29H64N2O8P in a non-equilibrium geometry, from the OMol25 dataset.

calculated total energy	-2195.8091	a.u.
charge	+1
Kohn-Sham gap	0.30566	Eh
multiplicity	1
E_LUMO	-2.49	eV

Each line ends with the Löwdin charge.
CARTESIAN COORDINATES (ANGSTROEM)
C (-3.08228, 3.73678, -0.28164)  -0.15
C (-1.56098, 3.57419, -0.86999)  -0.22
C (-0.48187, 2.91258, 0.18703)  -0.28
N (-1.10461, 1.66367, 0.77254)  -0.19
P (-0.55098, 1.32409, 2.43466)  1.01
N (-1.47105, 2.15840, 3.71809)  -0.22
C (-1.67423, 3.63018, 3.43404)  -0.30
C (-0.34322, 4.56758, 3.62749)  -0.13
H (-3.32526, 3.08916, 0.66220)  0.06
H (-3.29299, 4.85979, -0.01909)  0.08
H (-3.82075, 3.38895, -1.14164)  0.09
H (-1.17194, 4.63628, -1.24424)  0.12
H (-1.58131, 2.86977, -1.83170)  0.12
H (-0.08211, 3.65475, 1.00125)  0.09
H (0.47235, 2.60081, -0.45929)  0.11
H (-0.72846, 0.87524, 0.18600)  0.07
H (-0.77973, -0.11190, 2.64843)  0.05
H (0.89992, 1.48786, 2.59322)  0.03
H (-1.06540, 1.97786, 4.66429)  0.08
H (-2.50044, 4.03078, 4.18403)  0.13
H (-2.09756, 3.75074, 2.34938)  0.09
H (0.60674, 4.01053, 4.02349)  0.09
H (-0.63429, 5.43605, 4.39091)  0.09
H (-0.11048, 5.13276, 2.60311)  0.07
C (4.38851, 2.14071, 1.36275)  -0.01
C (3.73637, 2.03500, 0.01013)  -0.47
O (2.52517, 1.85312, -0.10242)  0.01
C (4.62362, 2.16044, -1.19947)  -0.01
H (3.62693, 2.03147, 2.14229)  0.07
H (5.12777, 1.34470, 1.48206)  0.09
H (4.86220, 3.11966, 1.47134)  0.07
H (5.37334, 1.36529, -1.19433)  0.09
H (5.10778, 3.14025, -1.20505)  0.09
H (4.01680, 2.06416, -2.10605)  0.09
C (2.88244, 6.59742, 2.62564)  -0.03
C (3.81612, 5.98319, 1.61718)  -0.48
O (4.84496, 5.40725, 1.96726)  0.04
C (3.44221, 6.10094, 0.16377)  -0.02
H (3.27944, 6.43545, 3.63350)  0.09
H (2.80164, 7.67310, 2.45029)  0.07
H (1.89900, 6.12554, 2.55713)  0.06
H (3.38638, 7.15451, -0.12127)  0.09
H (2.48374, 5.60694, -0.01443)  0.08
H (4.20757, 5.61229, -0.44847)  0.08
C (-0.24009, -1.19420, -3.79366)  -0.01
C (-1.14466, -1.03980, -2.60036)  -0.47
O (-0.72552, -0.58958, -1.53529)  0.01
C (-2.58195, -1.45761, -2.76072)  -0.01
H (0.76729, -0.85321, -3.53189)  0.09
H (-0.18818, -2.24570, -4.08697)  0.05
H (-0.61102, -0.58565, -4.62227)  0.09
H (-2.63437, -2.52085, -3.00798)  0.08
H (-3.05721, -0.86079, -3.54327)  0.09
H (-3.11569, -1.28999, -1.81922)  0.08
C (0.16918, -4.66158, -6.48990)  -0.01
C (-0.96136, -4.74269, -5.49928)  -0.48
O (-0.87526, -4.22268, -4.38800)  0.01
C (-2.20137, -5.48471, -5.92104)  -0.03
H (0.99787, -4.09697, -6.04932)  0.08
H (0.52177, -5.66669, -6.73443)  0.09
H (-0.16475, -4.14495, -7.39328)  0.09
H (-1.95440, -6.52651, -6.14020)  0.07
H (-2.64092, -5.00476, -6.79905)  0.09
H (-2.93266, -5.46182, -5.10613)  0.09
C (-0.29495, -9.87500, -3.60100)  -0.02
C (-0.64749, -8.51729, -4.14725)  -0.47
O (-0.52651, -8.25919, -5.34371)  0.04
C (-1.15383, -7.48760, -3.17285)  -0.01
H (0.05603, -10.51478, -4.41777)  0.07
H (0.50434, -9.78190, -2.86151)  0.09
H (-1.17824, -10.33527, -3.15105)  0.09
H (-0.39280, -7.28811, -2.41429)  0.09
H (-2.07537, -7.84149, -2.70384)  0.09
H (-1.36803, -6.55631, -3.70782)  0.04
C (-0.79223, 3.18899, 7.46339)  -0.03
C (-1.92277, 3.10788, 8.45401)  -0.49
O (-1.83667, 3.62788, 9.56529)  0.07
C (-3.16278, 2.36586, 8.03225)  -0.02
H (0.03646, 3.75360, 7.90397)  0.09
H (-0.43963, 2.18388, 7.21886)  0.08
H (-1.12616, 3.70562, 6.56001)  0.06
H (-2.91580, 1.32406, 7.81309)  0.09
H (-3.60232, 2.84581, 7.15424)  0.08
H (-3.89407, 2.38875, 8.84716)  0.09
C (-0.24282, -13.48875, -6.86107)  -0.02
C (-1.14738, -13.33435, -5.66777)  -0.48
O (-0.72824, -12.88412, -4.60269)  0.04
C (-2.58467, -13.75215, -5.82812)  -0.03
H (0.76456, -13.14775, -6.59930)  0.09
H (-0.19090, -14.54025, -7.15438)  0.09
H (-0.61374, -12.88019, -7.68967)  0.09
H (-2.63709, -14.81539, -6.07538)  0.09
H (-3.05993, -13.15534, -6.61068)  0.09
H (-3.11841, -13.58453, -4.88662)  0.08
C (0.41692, 9.45469, 5.76253)  -0.02
C (1.82138, 9.43659, 5.22107)  -0.47
O (2.08273, 8.90909, 4.14116)  0.03
C (2.89372, 10.08892, 6.05212)  -0.02
H (-0.25046, 8.94800, 5.05720)  0.08
H (0.38060, 8.92712, 6.71895)  0.09
H (0.07883, 10.48689, 5.88399)  0.09
H (2.96776, 9.58959, 7.02143)  0.09
H (2.66599, 11.14937, 6.18647)  0.09
H (3.85625, 9.99959, 5.53740)  0.09